*A*
Density functional theory data (ωB97M-V with the def2-TZVPD basis set) for a 2-piece molecular cluster, C2H7N4 overall.

```
! RIJCOSX wB97M-V def2-TZVPD def2/J DEFGRID3
* xyz 1 1
C -0.738 0.688 -0.101
C 0.708 0.440 0.228
N -4.356 -0.183 -0.028
N -1.530 -0.244 -0.399
N -5.379 0.068 0.250
N 1.249 -0.811 0.064
H 1.449 1.171 -0.129
H 0.537 0.527 1.366
H -1.301 -1.189 -0.647
H -2.553 -0.131 -0.276
H -1.168 1.609 0.185
H 0.825 -1.511 0.557
H 2.268 -1.145 -0.190
*
```

Output
Kohn-Sham gap   0.3442 Ha



*B*
Density functional theory data (ωB97M-V with the def2-TZVPD basis set) for a 2-piece molecular cluster, C2H7N4 overall.

```
! RIJCOSX wB97M-V def2-TZVPD def2/J DEFGRID3
* xyz 1 1
C 0.921 0.997 -2.646
C -0.478 -1.761 0.907
N 0.649 2.136 -2.882
N 0.887 -0.064 -2.036
N -0.158 -0.512 0.798
N -0.288 0.330 1.747
H -0.054 -2.427 0.103
H -0.744 -2.172 1.803
H 0.394 2.670 -3.653
H 1.689 -0.586 -1.909
H 0.196 -0.148 -0.178
H -0.586 -0.095 2.618
H -0.670 1.253 1.700
*
```

Output
Kohn-Sham gap   0.3515 Ha



*C*
Density functional theory data (ωB97M-V with the def2-TZVPD basis set) for C2H7N4 as an isolated structure.

```
! RIJCOSX wB97M-V def2-TZVPD def2/J DEFGRID3
* xyz 1 1
C -0.418 0.430 -0.039
C 0.694 0.979 0.614
N -2.218 0.020 -1.430
N -0.539 -0.844 -0.211
N -1.735 -1.017 -1.090
N 1.745 0.085 1.068
H 1.149 1.795 0.099
H 0.398 1.446 1.497
H -0.199 -1.779 -0.003
H -1.954 -1.922 -1.347
H -1.500 0.934 -0.851
H 2.628 0.546 1.267
H 1.948 -0.673 0.427
*
```

Output
Kohn-Sham gap   0.2899 Ha



Relative energy of each structure, in hartree: *A* 0.0000; *B* 0.0881; *C* 0.2014.



*A*
Density functional theory data (ωB97M-V with the def2-TZVPD basis set) for a 2-piece molecular cluster, C2H5NO overall.

```
! RIJCOSX wB97M-V def2-TZVPD def2/J DEFGRID3
* xyz 0 1
H 2.322 0.180 -0.080
N 1.412 -0.280 -0.059
C 0.482 0.553 0.022
C -0.905 0.907 0.100
O 0.230 1.869 0.093
H -1.435 0.854 1.048
H -1.516 0.935 -0.799
H -0.602 -2.719 -0.169
H 0.014 -2.298 -0.157
*
```

Output
Kohn-Sham gap   0.4291 Ha
Structure (SMILES)   [H]/N=C1/CO1.[H][H]



*B*
Density functional theory data (ωB97M-V with the def2-TZVPD basis set) for a 2-piece molecular cluster, C2H5NO overall.

```
! RIJCOSX wB97M-V def2-TZVPD def2/J DEFGRID3
* xyz 0 1
C 0.290 -1.299 0.085
C 0.276 1.097 -0.033
N -0.259 -0.187 -0.097
O -2.504 0.140 0.015
H -0.189 -2.251 0.018
H 1.325 -1.511 0.215
H 1.281 1.197 0.377
H 0.279 1.260 -1.070
H -0.499 1.555 0.491
*
```

Output
Kohn-Sham gap (spin up / spin down)   0.3260 / 0.3249 Ha



*C*
Density functional theory data (ωB97M-V with the def2-TZVPD basis set) for C2H5NO as an isolated structure.

```
! RIJCOSX wB97M-V def2-TZVPD def2/J DEFGRID3
* xyz 0 1
C 1.882 -0.493 -0.008
C -0.594 -0.556 -0.025
N 0.650 -0.729 -0.131
O -1.524 -1.392 0.138
H 2.306 -0.479 1.041
H 2.504 -0.521 -0.831
H 0.089 2.328 -1.255
H 0.194 1.932 -0.584
H -1.320 -2.292 0.401
*
```

Output
Kohn-Sham gap   0.3081 Ha



*D*
Density functional theory data (ωB97M-V with the def2-TZVPD basis set) for a 2-piece molecular cluster, C2H5NO overall.

```
! RIJCOSX wB97M-V def2-TZVPD def2/J DEFGRID3
* xyz 0 1
C 1.574 0.121 -1.453
N 0.933 -0.962 -1.570
H 2.372 0.290 -2.179
H 1.409 0.843 -0.650
H 0.046 -0.951 -1.065
C -0.950 0.714 1.171
O -1.629 -0.021 1.838
H -1.348 1.333 0.360
H 0.134 0.559 1.193
*
```

Output
Kohn-Sham gap   0.3942 Ha
Structure (SMILES)   C=N.C=O



Relative energy of each structure, in hartree: *A* 0.0230; *B* 0.1655; *C* 0.0721; *D* 0.0000.